A structure of composition C55H55As3N4Ru, computed with the ωB97M-V functional and the def2-TZVPD basis.

Positions of all 118 atoms, in Å:
Ru1 -0.872 -0.096 -0.220
C1 -0.270 -7.032 2.376
C2 -1.342 -6.183 2.625
C3 -1.497 -5.029 1.884
C4 -0.597 -4.694 0.848
C5 0.515 -5.538 0.663
C6 0.664 -6.692 1.403
C7 -0.787 -3.455 0.109
C8 0.239 -2.865 -0.720
C9 1.079 -3.550 -1.643
C10 1.674 -2.602 -2.431
C11 1.260 -1.332 -1.950
C12 1.706 -0.087 -2.411
C13 2.678 -0.046 -3.525
C14 2.356 0.677 -4.678
C15 3.238 0.719 -5.746
C16 4.460 0.064 -5.665
C17 4.794 -0.643 -4.517
C18 3.905 -0.707 -3.455
C19 1.308 1.155 -1.861
N1 0.314 1.327 -0.931
C20 0.295 2.638 -0.573
C21 -0.717 3.215 0.262
C22 -0.406 4.345 1.117
C23 0.935 4.751 1.301
C24 1.252 5.831 2.099
C25 0.251 6.519 2.774
C26 -1.063 6.066 2.699
C27 -1.384 4.987 1.904
C28 -2.039 2.650 0.183
C29 -3.278 3.345 0.128
C30 -4.249 2.423 -0.168
C31 -3.618 1.154 -0.256
N2 -2.268 1.325 -0.046
C32 -4.277 -0.080 -0.452
C33 -3.649 -1.332 -0.289
C34 -4.279 -2.607 -0.277
C35 -3.317 -3.532 0.019
C36 -2.075 -2.833 0.102
N3 -2.300 -1.504 -0.085
C37 -5.709 -0.038 -0.828
C38 -6.067 0.624 -2.008
C39 -7.390 0.657 -2.420
C40 -8.373 0.048 -1.651
C41 -8.027 -0.600 -0.473
C42 -6.703 -0.652 -0.066
C43 1.300 3.328 -1.304
C44 1.911 2.410 -2.118
N4 0.361 -1.529 -0.914
H1 -0.143 -7.936 2.958
H2 -2.051 -6.416 3.408
H3 -2.306 -4.358 2.134
H4 1.275 -5.299 -0.063
H5 1.521 -7.331 1.229
H6 1.147 -4.619 -1.772
H7 2.317 -2.774 -3.281
H8 1.401 1.188 -4.740
H9 2.968 1.260 -6.644
H10 5.155 0.109 -6.495
H11 5.753 -1.142 -4.445
H12 4.177 -1.250 -2.556
H13 1.736 4.178 0.861
H14 2.288 6.124 2.219
H15 0.496 7.376 3.390
H16 -1.836 6.546 3.286
H17 -2.397 4.617 1.930
H18 -3.418 4.411 0.212
H19 -5.306 2.604 -0.288
H20 -5.322 -2.802 -0.475
H21 -3.441 -4.601 0.092
H22 -5.298 1.084 -2.618
H23 -7.653 1.158 -3.342
H24 -9.409 0.084 -1.967
H25 -8.793 -1.063 0.136
H26 -6.448 -1.135 0.872
H27 1.490 4.390 -1.275
H28 2.717 2.592 -2.814
C45 -1.769 -0.950 3.084
As1 -0.159 -0.063 2.410
C46 -0.434 1.650 3.292
C47 1.100 -1.033 3.574
C48 2.558 -0.597 3.741
C49 2.618 0.716 4.543
C50 3.287 -0.431 2.400
As2 3.011 1.255 1.403
C51 4.145 0.679 -0.088
C52 4.363 2.398 2.246
C53 3.264 -1.673 4.594
As3 3.541 -3.579 4.097
C54 1.759 -4.308 4.492
C55 3.360 -3.644 2.139
H29 -1.813 -0.870 4.168
H30 -1.772 -2.001 2.802
H31 -2.648 -0.471 2.651
H32 -0.410 1.499 4.368
H33 -1.414 2.029 3.002
H34 0.326 2.373 3.006
H35 1.050 -2.051 3.189
H36 0.604 -1.021 4.546
H37 2.078 1.520 4.036
H38 3.653 1.034 4.674
H39 2.179 0.584 5.535
H40 2.981 -1.215 1.707
H41 4.365 -0.530 2.548
H42 5.134 0.404 0.281
H43 4.250 1.479 -0.822
H44 3.697 -0.191 -0.575
H45 5.240 1.813 2.522
H46 3.967 2.895 3.129
H47 4.661 3.160 1.526
H48 2.758 -1.753 5.563
H49 4.270 -1.312 4.813
H50 1.488 -4.078 5.523
H51 1.813 -5.391 4.392
H52 0.982 -3.937 3.819
H53 4.176 -3.104 1.661
H54 2.399 -3.261 1.786
H55 3.438 -4.696 1.862

Values from the calculation:
Energy above the lowest of the compared OMol25 structures with the same formula, charge and spin in kcal per mole: 0.0
Multiplicity: 5
Net charge: +2
DFT total energy in Eh: -9149.5397
Kohn-Sham gap (spin up / spin down) in eV: 4.8 / 4.5
Expectation value of S²: 6.133
E_HOMO (spin up / spin down) in eV: -11.9220 / -12.3620